a | A 2-piece molecular cluster, C4H14N2O2 overall, computed with ωB97M-V/def2-TZVPD.

E_LUMO (alpha / beta)   -2.979 / -8.294 eV
Highest occupied orbital energy (alpha / beta)   -13.59 / -13.30 eV

ORCA input file:
```
! wB97M-V def2-TZVPD RIJCOSX def2/J DEFGRID3
* xyz 1 2
C 0.033 1.704 -1.117
O 1.307 2.273 -1.006
C 0.125 0.216 -0.720
C -1.232 -0.628 -0.750
C -1.267 -1.418 0.594
N -1.465 -0.601 1.794
N 1.060 -0.526 -1.486
H -0.133 1.794 -2.200
H -0.761 2.288 -0.647
H 1.690 2.276 -0.138
H 0.530 0.205 0.295
H -1.387 -1.329 -1.569
H -1.932 0.203 -0.842
H -0.299 -1.904 0.686
H -2.112 -2.101 0.620
H -0.780 0.143 1.885
H -2.396 -0.198 1.727
H 0.851 -0.491 -2.475
H 2.029 -0.458 -1.218
H 1.538 -0.295 2.762
H 2.569 -0.968 1.852
O 2.034 -0.183 1.952
*
```

b | A 2-piece molecular cluster, C4H14N2O2 overall, computed with ωB97M-V/def2-TZVPD.

E_LUMO (alpha / beta)   -3.212 / -8.584 eV
Highest occupied orbital energy (alpha / beta)   -14.76 / -14.71 eV

ORCA input file:
```
! wB97M-V def2-TZVPD RIJCOSX def2/J DEFGRID3
* xyz 1 2
C 1.072 -1.993 -0.442
C 0.311 -0.611 -0.590
C 1.209 0.576 -0.748
O 2.600 0.146 -0.932
N -0.597 -0.390 0.533
C -2.017 -0.707 0.349
N -2.827 -0.269 -0.788
H 0.356 -2.662 -0.085
H 1.949 -1.970 0.360
H 1.429 -2.383 -1.378
H -0.316 -0.612 -1.548
H 1.016 1.231 -1.558
H 1.128 1.217 0.137
H 2.777 -0.436 -1.684
H -0.310 -0.809 1.397
H -2.575 -0.186 1.187
H -2.240 -1.827 0.433
H -2.536 0.599 -1.138
H -2.791 -0.961 -1.512
H -0.141 2.113 1.926
H 0.604 3.405 1.721
O 0.170 2.892 2.445
*
```

Which one sits at the bottom of the stability order? b does.

a | A 2-piece molecular cluster, C4H14N2O2 overall, computed with ωB97M-V/def2-TZVPD.

E_LUMO (alpha / beta)   -3.034 / -8.620 eV
Highest occupied orbital energy (alpha / beta)   -13.09 / -12.87 eV

ORCA input file:
```
! wB97M-V def2-TZVPD RIJCOSX def2/J DEFGRID3
* xyz 1 2
C 0.477 1.647 1.424
O 0.659 2.998 1.782
C 1.860 1.028 1.609
N 1.832 -0.334 1.133
H -0.184 1.156 2.155
H 0.053 1.502 0.429
H -0.202 3.451 1.783
H 2.563 1.639 1.006
H 2.129 1.098 2.662
H 2.685 -0.854 1.366
H 1.619 -0.343 0.128
C -2.657 -1.300 -1.489
N -1.349 -0.719 -1.800
C -0.295 -1.369 -1.070
O 0.971 -0.941 -1.571
H -2.705 -2.291 -1.941
H -3.462 -0.700 -1.908
H -2.847 -1.409 -0.412
H -1.348 0.268 -1.556
H -0.310 -1.139 0.005
H -0.395 -2.452 -1.198
H 0.904 -0.937 -2.535
*
```

b | A 2-piece molecular cluster, C4H14N2O2 overall, computed with ωB97M-V/def2-TZVPD.

E_LUMO (alpha / beta)   -2.819 / -8.674 eV
Highest occupied orbital energy (alpha / beta)   -13.89 / -13.55 eV

ORCA input file:
```
! wB97M-V def2-TZVPD RIJCOSX def2/J DEFGRID3
* xyz 1 2
N -1.833 1.797 0.773
C -0.606 0.940 0.317
C -0.086 1.054 -1.096
O 0.758 2.241 -0.972
C -0.971 -0.586 0.462
N 0.124 -1.502 -0.077
C -0.182 -2.741 -0.965
H -2.695 1.496 0.415
H -1.580 2.780 0.570
H 0.168 1.216 1.050
H 0.632 0.342 -1.440
H -0.814 1.207 -1.860
H 0.665 2.800 -1.620
H -1.896 -0.709 -0.277
H -1.241 -0.742 1.479
H 0.438 -1.907 0.817
H 0.340 -2.617 -1.910
H -1.290 -2.833 -1.265
H 0.288 -3.656 -0.546
H 1.954 -0.863 0.699
H 3.299 -0.751 1.612
O 2.337 -0.970 1.610
*
```

Which one sits at the bottom of the stability order? b does.

a | A 3-piece molecular cluster, C3H13NO2S overall, computed with ωB97M-V/def2-TZVPD.

E_LUMO   0.737 eV
Highest occupied orbital energy   -8.95 eV

ORCA input file:
```
! wB97M-V def2-TZVPD RIJCOSX def2/J DEFGRID3
* xyz 0 1
N 1.046 1.475 -1.685
C 1.672 0.470 -0.701
C 0.548 -0.429 -0.368
C 0.743 -1.527 0.668
S 0.365 -1.274 2.398
H 1.817 2.068 -1.974
H 0.976 0.969 -2.628
H 2.258 1.127 -0.062
H 2.366 -0.224 -1.183
H 0.275 -1.054 -1.319
H -0.428 0.030 -0.185
H 0.061 -2.364 0.326
H 1.822 -1.862 0.556
H 0.996 -0.154 2.463
O -3.177 -0.748 -1.917
H -4.150 -0.825 -1.727
H -3.031 0.192 -2.043
O -0.961 2.704 -0.117
H -0.323 2.031 -0.437
H -0.490 3.392 0.325
*
```

b | A 3-piece molecular cluster, C3H13NO2S overall, computed with ωB97M-V/def2-TZVPD.

E_LUMO   0.673 eV
Highest occupied orbital energy   -9.13 eV

ORCA input file:
```
! wB97M-V def2-TZVPD RIJCOSX def2/J DEFGRID3
* xyz 0 1
N -1.528 -1.073 -0.082
C -0.675 -0.469 -1.196
C 0.219 0.633 -0.682
C 0.940 1.351 -1.821
S 1.826 2.789 -1.208
H -2.297 -1.475 -0.596
H -1.932 -0.266 0.381
H -0.072 -1.317 -1.526
H -1.390 -0.248 -1.985
H -0.425 1.343 -0.134
H 0.965 0.419 0.076
H 0.277 1.714 -2.604
H 1.725 0.695 -2.198
H 1.107 3.800 -1.730
O 0.020 0.361 3.533
H 0.191 -0.226 2.765
H 0.818 0.222 4.079
O 0.147 -2.687 2.044
H -0.678 -2.887 1.579
H 0.763 -2.678 1.307
*
```

Which one sits at the bottom of the stability order? a does.